This record from OMol25 describes C48H40N7OPtS3 as an isolated structure. The level of theory is ωB97M-V/def2-TZVPD.

Positions of all 100 atoms, in Å:
Pt: 3.053 -0.189 0.357
O: 6.759 0.755 1.675
C: 5.600 0.425 1.482
N: 4.957 0.277 0.324
C: 5.567 0.515 -0.960
C: 4.524 0.337 -2.032
C: 4.814 0.537 -3.376
C: 3.817 0.381 -4.317
C: 2.535 0.038 -3.905
C: 2.304 -0.139 -2.560
N: 3.281 -0.011 -1.655
C: 4.679 0.088 2.653
C: 5.125 0.147 3.955
C: 4.247 -0.196 4.973
C: 2.955 -0.583 4.657
C: 2.567 -0.610 3.327
N: 3.418 -0.283 2.356
H: 6.392 -0.181 -1.148
H: 5.989 1.523 -1.032
H: 5.820 0.814 -3.661
H: 4.035 0.534 -5.366
H: 1.727 -0.090 -4.612
H: 1.333 -0.388 -2.155
H: 6.148 0.452 4.129
H: 4.570 -0.156 6.005
H: 2.242 -0.865 5.419
H: 1.569 -0.887 3.013
N: 1.068 -0.765 0.478
S: -0.012 -1.714 0.381
N: -1.439 -1.273 -0.253
S: -1.773 0.024 -1.031
N: -0.947 1.270 -1.115
S: -0.002 2.331 -0.123
N: 1.431 2.236 -0.209
C: -0.839 3.811 -0.683
C: -0.965 4.008 -2.053
C: -1.497 5.196 -2.523
C: -1.893 6.185 -1.630
C: -1.741 5.991 -0.267
C: -1.207 4.801 0.215
C: -0.697 2.095 1.524
C: 0.251 1.784 2.487
C: -0.142 1.654 3.812
C: -1.470 1.852 4.165
C: -2.411 2.175 3.194
C: -2.027 2.299 1.867
C: -1.959 -0.490 -2.730
C: -1.174 0.098 -3.707
C: -1.303 -0.344 -5.018
C: -2.209 -1.345 -5.330
C: -2.992 -1.921 -4.338
C: -2.870 -1.494 -3.026
C: -3.455 0.359 -0.552
C: -4.090 -0.396 0.417
C: -5.377 -0.035 0.799
C: -5.998 1.051 0.203
C: -5.350 1.788 -0.784
C: -4.067 1.443 -1.171
C: -0.556 -2.374 1.946
C: -0.030 -3.574 2.405
C: -0.306 -3.980 3.703
C: -1.092 -3.190 4.529
C: -1.596 -1.982 4.063
C: -1.324 -1.563 2.770
C: 0.276 -3.190 -0.580
C: -0.737 -4.095 -0.878
C: -0.429 -5.222 -1.617
C: 0.877 -5.437 -2.050
C: 1.877 -4.530 -1.746
C: 1.581 -3.396 -0.996
H: -0.642 3.241 -2.745
H: -1.598 5.358 -3.588
H: -2.308 7.113 -2.001
H: -2.030 6.766 0.430
H: -1.073 4.666 1.279
H: 1.282 1.660 2.171
H: 0.595 1.416 4.569
H: -1.773 1.771 5.202
H: -3.442 2.352 3.472
H: -2.754 2.609 1.125
H: -0.487 0.891 -3.444
H: -0.701 0.107 -5.797
H: -2.311 -1.676 -6.355
H: -3.697 -2.703 -4.585
H: -3.471 -1.945 -2.247
H: -3.583 -1.237 0.869
H: -5.892 -0.607 1.559
H: -6.999 1.330 0.506
H: -5.845 2.631 -1.247
H: -3.540 2.020 -1.922
H: 0.587 -4.190 1.765
H: 0.091 -4.920 4.065
H: -1.310 -3.514 5.538
H: -2.201 -1.360 4.708
H: -1.704 -0.612 2.415
H: -1.752 -3.911 -0.547
H: -1.204 -5.936 -1.861
H: 1.111 -6.323 -2.627
H: 2.891 -4.702 -2.081
H: 2.349 -2.682 -0.722

Values from the calculation:
- Energy above the lowest of the compared OMol25 structures with the same formula, charge and spin: 7.5 kJ/mol
- DFT total energy: -3625.133463 Eh
- Charge: +1
- Lowest unoccupied orbital energy: -2.13 eV
- Highest occupied orbital energy: -0.3596 Eh
- Maximum force: 0.0139 hartree/bohr


This record from OMol25 describes C29H41Cl2F10N7PbS as an isolated structure. The level of theory is ωB97M-V/def2-TZVPD.

Positions of all 91 atoms, in Å:
Pb: 0.772 -0.820 -1.363
C: 4.128 -0.712 -1.487
N: 3.065 -0.837 -2.483
C: 3.152 0.248 -3.483
C: 1.790 0.787 -3.918
N: 1.029 1.096 -2.722
C: 0.447 2.312 -2.598
C: -0.012 3.135 -3.649
F: 0.012 2.679 -4.918
C: -0.602 4.368 -3.448
F: -1.038 5.069 -4.499
C: -0.799 4.860 -2.173
F: -1.382 6.050 -1.970
C: -0.387 4.081 -1.108
F: -0.551 4.529 0.147
C: 0.215 2.864 -1.322
F: 0.610 2.161 -0.226
C: 3.092 -2.177 -3.078
C: 1.917 -2.454 -3.992
N: 0.669 -2.100 -3.339
C: -0.496 -2.410 -3.968
C: -0.683 -3.216 -5.117
F: 0.356 -3.819 -5.734
C: -1.922 -3.464 -5.683
F: -1.995 -4.252 -6.759
C: -3.080 -2.934 -5.153
F: -4.276 -3.192 -5.695
C: -2.957 -2.138 -4.031
F: -4.047 -1.594 -3.474
C: -1.719 -1.898 -3.482
F: -1.696 -1.084 -2.394
H: 5.123 -0.768 -1.947
H: 4.036 0.243 -0.970
H: 4.038 -1.515 -0.756
H: 3.686 1.074 -3.010
H: 3.748 -0.087 -4.341
H: 1.984 1.662 -4.539
H: 1.273 0.061 -4.552
H: 4.033 -2.333 -3.625
H: 3.067 -2.890 -2.250
H: 2.049 -1.913 -4.940
H: 1.983 -3.516 -4.241
Cl: -3.098 1.951 -3.012
C: -3.784 1.236 -1.552
Cl: -2.583 1.029 -0.263
H: -4.167 0.256 -1.805
H: -4.561 1.894 -1.183
N: 2.130 -3.091 0.398
C: 1.060 -3.894 1.006
C: 0.032 -4.347 -0.022
N: -0.775 -3.223 -0.494
H: 2.837 -3.702 0.005
H: 2.589 -2.534 1.111
H: 0.562 -3.278 1.757
H: 1.453 -4.773 1.529
H: -0.568 -5.151 0.423
H: 0.552 -4.778 -0.883
H: -1.317 -2.822 0.266
H: -1.427 -3.511 -1.214
C: 0.789 0.003 5.874
C: -0.021 -1.242 6.223
C: -1.540 -1.078 6.149
C: -2.128 -0.992 4.744
N: -1.897 0.294 4.101
C: -1.183 0.503 2.982
S: -0.410 -0.735 2.127
N: -1.093 1.773 2.556
C: -1.606 2.946 3.244
C: -0.779 3.347 4.465
C: 0.691 3.599 4.140
C: 0.909 4.781 3.203
H: 1.849 -0.162 6.073
H: 0.471 0.857 6.478
H: 0.695 0.272 4.823
H: 0.234 -1.551 7.240
H: 0.279 -2.066 5.569
H: -1.845 -0.197 6.727
H: -2.012 -1.933 6.642
H: -3.207 -1.163 4.779
H: -1.696 -1.750 4.095
H: -2.371 1.086 4.504
H: -0.603 1.893 1.680
H: -2.658 2.795 3.514
H: -1.613 3.748 2.512
H: -0.848 2.575 5.237
H: -1.229 4.251 4.887
H: 1.120 2.694 3.701
H: 1.232 3.765 5.075
H: 0.448 4.618 2.227
H: 1.971 4.956 3.031
H: 0.483 5.696 3.620

Values from the calculation:
- Energy above the lowest of the compared OMol25 structures with the same formula, charge and spin: 13.7 kJ/mol
- DFT total energy: -4022.989922 Eh
- Lowest unoccupied orbital energy: 0.34 eV
- Highest occupied orbital energy: -0.2580 Eh
- Maximum force: 0.0040 hartree/bohr


This record from OMol25 describes C19H16Cl6GeN2SW as an isolated structure at a distorted geometry. The level of theory is ωB97M-V/def2-TZVPD.

Positions of all 46 atoms, in Å:
W: -2.131 -0.142 0.917
C: 2.632 0.834 -3.986
C: 1.903 -0.444 -3.531
C: 2.613 -1.669 -4.133
C: 0.465 -0.395 -4.050
C: 1.975 -0.498 -2.017
C: 3.222 -0.717 -1.378
C: 3.365 -0.815 -0.012
C: 2.219 -0.673 0.764
S: 2.048 -0.753 2.484
C: 0.401 -0.488 2.364
N: -0.042 -0.333 1.100
C: 0.980 -0.436 0.161
C: 0.854 -0.340 -1.222
C: -0.585 -0.444 3.420
C: -0.322 -0.594 4.762
C: -1.383 -0.557 5.667
C: -2.710 -0.350 5.239
C: -2.994 -0.198 3.906
C: -1.936 -0.238 2.964
H: 2.580 0.898 -5.073
H: 3.684 0.819 -3.696
H: 2.167 1.727 -3.563
H: 2.454 -1.676 -5.210
H: 2.220 -2.604 -3.727
H: 3.689 -1.651 -3.961
H: 0.472 -0.416 -5.138
H: -0.048 0.523 -3.747
H: -0.117 -1.258 -3.712
H: 4.110 -0.817 -1.989
H: 4.333 -0.998 0.436
H: -0.115 -0.149 -1.666
H: 0.693 -0.738 5.115
H: -1.183 -0.690 6.723
H: -3.511 -0.306 5.965
H: -4.015 -0.018 3.601
Cl: -2.192 -2.263 0.132
Ge: -4.732 -2.493 1.394
Cl: -4.427 0.082 0.703
Cl: -5.909 -3.098 -0.214
Cl: -2.665 4.960 -0.747
C: -1.765 4.508 0.669
Cl: -0.058 4.866 0.536
Cl: -2.471 5.114 2.148
C: -1.852 3.036 0.763
N: -1.916 1.893 0.838

Values from the calculation:
- Multiplicity: 2
- DFT total energy: -6145.496578 Eh
- Charge: +3
- Lowest unoccupied orbital energy (spin up / spin down): -12.91 / -12.25 eV
- Highest occupied orbital energy (spin up / spin down): -0.6315 / -0.6344 Eh
- Maximum force: 0.0525 hartree/bohr


This record from OMol25 describes a single C19H22ClN3O2 molecule. The level of theory is ωB97M-V/def2-TZVPD.

Positions of all 47 atoms, in Å:
C: -4.312 -3.212 0.680
C: -3.648 -2.474 -0.474
C: -4.478 -2.533 -1.751
H: -4.609 -3.566 -2.059
H: -5.455 -2.084 -1.583
H: -3.972 -1.992 -2.547
H: -2.649 -2.886 -0.671
O: -3.486 -1.108 -0.063
C: -2.501 -0.404 -0.640
O: -1.729 -0.872 -1.448
C: -2.522 1.008 -0.218
C: -3.758 1.632 -0.079
C: -3.838 3.006 0.061
C: -2.652 3.722 -0.004
N: -1.465 3.159 -0.070
C: -1.363 1.824 -0.115
N: -0.103 1.344 -0.029
C: 0.235 -0.014 0.317
H: 0.329 -0.634 -0.584
C: 1.541 -0.053 1.110
N: 2.622 0.499 0.328
C: 3.906 0.036 0.423
C: 4.843 0.307 -0.583
C: 6.140 -0.152 -0.465
C: 6.559 -0.895 0.623
C: 5.633 -1.170 1.615
C: 4.334 -0.713 1.529
H: 3.653 -0.924 2.339
H: 5.936 -1.743 2.479
H: 7.576 -1.246 0.693
Cl: 7.265 0.210 -1.732
H: 4.564 0.857 -1.466
C: 2.246 1.534 -0.608
H: 3.066 2.252 -0.700
C: 1.011 2.265 -0.094
H: 0.739 3.081 -0.765
H: 1.217 2.699 0.893
H: 2.031 1.118 -1.603
H: 1.412 0.495 2.056
H: 1.761 -1.097 1.346
H: -0.567 -0.440 0.930
H: -2.646 4.804 0.008
H: -4.787 3.506 0.164
H: -4.653 1.030 -0.128
H: -3.710 -3.126 1.581
H: -5.292 -2.784 0.877
H: -4.426 -4.262 0.428

Values from the calculation:
- Energy above the lowest of the compared OMol25 structures with the same formula, charge and spin: 185.3 kJ/mol
- DFT total energy: -1512.178472 Eh
- Lowest unoccupied orbital energy: 0.62 eV
- Highest occupied orbital energy: -0.2858 Eh
- Structure (SMILES): CC(C)OC(=O)c1cccnc1N1CCN(c2cccc(Cl)c2)CC1
- Maximum force: 0.0134 hartree/bohr